The following is a quantum chemistry calculation of a molecular structure, C21H36BF4InN2O2SSb2, from the OMol25 dataset.

Strongest force on any atom in eV Å⁻¹: 0.75
HOMO in eV: -13.226
Kohn-Sham gap in Ha: 0.23180
LUMO energy in eV: -6.92
Net charge: +2
2S+1: 1

Geometry (Å):
In 0.678323 -0.562671 -0.084037
C -1.621369 -4.353781 5.866308
Sb -1.092757 -2.397005 5.276210
C 0.789495 -2.376327 6.220964
C -3.350096 0.120131 1.270416
C -3.994721 1.167444 1.816924
C -5.451727 1.167760 1.871818
C -6.127997 2.259147 2.259954
C -5.399949 3.449123 2.610111
C -4.040547 3.501657 2.601481
C -3.268467 2.352927 2.288305
C -1.859887 2.377875 2.417007
Sb -1.177732 2.967743 0.261859
C -0.038623 4.599487 1.030430
C -2.762654 4.255832 -0.366567
H -0.724256 -4.933424 6.067031
H -2.217312 -4.829405 5.089867
H -2.223261 -4.279185 6.776213
H 0.649927 -2.161300 7.283650
H 1.414601 -1.606488 5.773602
H 1.246342 -3.356163 6.099801
H -3.903061 -0.736376 0.902831
H -2.274059 0.077735 1.162520
H -5.968232 0.267195 1.564765
H -7.208167 2.263315 2.303186
H -5.959639 4.332032 2.895563
H -3.527432 4.408733 2.896853
H -1.319695 1.445957 2.533135
H -1.438837 3.211943 2.969682
H -0.708647 5.235424 1.608435
H 0.368899 5.183473 0.204843
H 0.778856 4.247131 1.656521
H -3.158639 4.825179 0.474252
H -3.564969 3.693537 -0.840239
H -2.329616 4.946959 -1.090925
F -1.219425 -2.220133 1.918832
B 0.051766 -2.466206 2.438061
F -0.079561 -3.390688 3.582567
F 0.550872 -1.266198 2.975772
F 0.906619 -3.005277 1.509326
O 1.038318 1.644197 -1.350114
S 2.029550 1.645536 -2.533677
C 1.982112 3.353791 -3.163830
C 1.092234 3.391329 -4.414482
C 0.169430 2.176976 -4.347037
C 1.075891 1.024283 -3.934779
H 3.006596 3.670799 -3.350993
H 1.583007 3.928216 -2.327888
H 1.713398 3.337867 -5.309385
H 0.532271 4.323987 -4.467766
H -0.325945 1.984866 -5.297274
H -0.599927 2.319786 -3.585042
H 1.791997 0.767174 -4.720067
H 0.565002 0.125366 -3.593188
N 2.145005 -1.705351 -1.801880
C 2.559272 -2.650346 -2.335377
N 3.014178 -3.709535 -2.949493
C 3.753404 -4.759799 -2.219397
C 5.240349 -4.576901 -2.462693
O 5.528752 -4.540294 -3.850307
C 4.854146 -3.491805 -4.519696
C 3.352375 -3.655285 -4.386707
H 3.423924 -5.719514 -2.617059
H 3.509962 -4.711901 -1.159617
H 5.789810 -5.422786 -2.054821
H 5.590022 -3.655330 -1.980022
H 5.150498 -3.543282 -5.565469
H 5.161734 -2.521849 -4.106573
H 3.040802 -4.602810 -4.826196
H 2.807466 -2.844499 -4.866493

Cartesian forces, eV/Å:
In 0.1 0.2 -0.2
C -0.1 0.1 0.1
Sb 0.2 -0.3 -0.3
C 0.0 0.1 0.1
C 0.0 -0.1 0.0
C -0.1 0.2 0.1
C 0.2 -0.1 -0.1
C 0.0 0.3 0.1
C -0.2 -0.1 -0.1
C 0.1 -0.1 0.1
C -0.1 0.0 0.2
C 0.1 0.2 -0.5
Sb -0.1 -0.1 0.2
C 0.1 0.0 -0.1
C -0.1 -0.1 0.1
H 0.0 0.0 0.0
H 0.0 0.0 0.0
H 0.0 -0.1 0.0
H 0.1 0.0 0.0
H 0.0 0.0 0.0
H 0.0 0.0 0.1
H 0.0 0.0 0.0
H 0.0 0.0 0.0
H 0.0 0.0 0.0
H 0.0 0.0 0.0
H 0.0 0.0 0.0
H 0.0 0.0 0.1
H -0.1 0.0 0.1
H -0.1 -0.1 0.1
H 0.0 0.0 0.0
H 0.0 0.0 0.0
H 0.0 0.0 0.0
H 0.0 0.0 -0.1
H 0.0 0.0 0.0
H 0.0 0.0 0.0
F 0.1 -0.3 0.2
B 0.1 0.6 -0.4
F -0.3 0.2 0.2
F 0.0 -0.2 0.1
F -0.1 -0.1 0.1
O 0.4 -0.3 -0.4
S -0.1 0.0 0.3
C 0.0 0.0 -0.1
C -0.1 0.0 0.0
C 0.1 0.0 0.0
C -0.1 0.1 0.0
H 0.0 0.0 0.0
H 0.0 0.0 0.0
H 0.0 0.0 0.0
H 0.0 0.0 0.0
H 0.0 0.0 0.0
H 0.0 0.0 0.0
H 0.0 0.0 0.0
H 0.0 0.0 0.0
N -0.2 0.1 0.1
C 0.2 -0.2 -0.1
N -0.2 0.0 0.0
C 0.0 0.0 0.0
C 0.1 0.0 -0.1
O -0.1 0.0 0.0
C 0.1 -0.1 0.1
C 0.0 0.0 0.1
H 0.0 0.0 0.0
H 0.0 0.0 0.0
H 0.0 0.0 0.0
H 0.0 0.0 0.0
H 0.0 0.0 0.0
H 0.0 0.0 0.0
H 0.0 0.0 0.0
H 0.0 0.0 0.0

---

The following is a quantum chemistry calculation of a molecular structure, C38H29Cl3NO5PRu, from the OMol25 dataset.

Strongest force on any atom in eV Å⁻¹: 0.81
HOMO (alpha / beta) in eV: -4.408 / -5.468
Kohn-Sham gap (alpha / beta) in Ha: 0.24682 / 0.22800
LUMO energy (alpha / beta) in eV: 2.31 / 0.74
Relative energy (zero: lowest compared OMol25 entry of this formula, charge and spin) in eV: 1.496
Net charge: -1
2S+1: 6

Geometry (Å):
Ru -1.132010 -1.092760 -0.257531
O -2.586218 0.136841 3.523605
C -2.613715 0.259072 2.315242
O -1.921691 -0.520756 1.524038
C -3.393809 1.433228 1.728130
C -2.444878 2.648538 1.661352
C -3.239711 3.943350 1.427542
C -3.570491 3.826490 -0.083505
C -2.973339 2.450469 -0.404135
O -1.787387 2.450834 0.405568
C -3.849597 1.365538 0.237795
C -3.748942 -0.035907 -0.328799
O -4.553105 -0.867796 0.009521
O -2.756620 -0.241885 -1.203094
H -4.213106 1.614367 2.418915
H -1.717657 2.692469 2.468684
H -2.619598 4.814292 1.634880
H -4.126648 3.993667 2.060192
H -3.071077 4.603800 -0.661042
H -4.639369 3.872367 -0.294877
H -2.716141 2.267114 -1.443192
H -4.903760 1.628803 0.142428
C 2.132986 5.169691 0.096652
C 2.728776 4.316190 1.011849
C 2.380016 2.969312 1.047163
C 1.428918 2.467222 0.164848
C 0.827013 3.337059 -0.745891
C 1.180250 4.675376 -0.787067
P 0.933299 0.694932 0.092862
C 1.789963 0.025960 1.557623
C 1.163427 0.257436 2.781615
C 1.724734 -0.217809 3.956940
C 2.908177 -0.943447 3.914770
C 3.525163 -1.191770 2.696274
C 2.970601 -0.704749 1.519763
C 1.835992 0.154529 -1.394683
C 3.106601 0.579362 -1.688052
C 3.715048 0.244568 -2.912639
C 3.016298 -0.473386 -3.842146
C 1.694437 -0.904679 -3.588570
C 0.953091 -1.623612 -4.567029
C -0.322660 -2.018931 -4.320813
C -0.924825 -1.739569 -3.070755
C -0.229970 -1.095550 -2.083164
C 1.098325 -0.614624 -2.338034
H 2.405189 6.217696 0.073251
H 3.471277 4.694102 1.703883
H 2.849187 2.314891 1.770705
H 0.073513 2.956318 -1.425039
H 0.704799 5.336727 -1.500702
H 0.212170 0.777814 2.815184
H 1.218455 -0.046590 4.898299
H 3.338044 -1.334696 4.828799
H 4.432224 -1.782129 2.656765
H 3.438383 -0.928488 0.568786
H 3.644543 1.202455 -0.981812
H 4.724283 0.576866 -3.120210
H 3.465949 -0.720100 -4.797677
H 1.433345 -1.863919 -5.508523
H -0.876387 -2.593008 -5.050100
H -1.935821 -2.080880 -2.893677
Cl -4.146782 -4.309343 -3.248650
C -3.223252 -4.878855 -1.919344
Cl -3.620337 -6.423666 -1.287749
Cl -0.908739 -5.308338 -3.034704
C -2.767604 -3.913294 -1.005787
N -2.371881 -3.130162 -0.257060
C 1.919456 -4.365458 1.617342
C 1.986895 -4.136240 0.252042
C 1.167953 -3.181670 -0.339080
C 0.272196 -2.442750 0.432865
C 0.180384 -2.710127 1.806285
C 1.010279 -3.651643 2.391454
H 2.554168 -5.114412 2.075653
H 2.661540 -4.713459 -0.368472
H 1.219364 -3.052162 -1.411069
H -0.527020 -2.166051 2.418205
H 0.937433 -3.835077 3.456905

Cartesian forces, eV/Å:
Ru -0.4 0.1 -0.1
O 0.0 0.0 0.2
C 0.4 -0.2 -0.1
O -0.1 0.2 -0.1
C 0.0 0.1 -0.2
C 0.0 0.0 -0.1
C -0.1 -0.1 0.0
C -0.1 0.0 0.0
C 0.1 0.0 0.0
O -0.1 0.0 0.0
C 0.0 0.1 0.1
C 0.4 -0.2 -0.7
O -0.2 -0.1 0.0
O -0.2 0.0 0.8
H -0.1 0.0 0.0
H 0.0 0.0 0.0
H 0.0 0.0 0.0
H 0.0 0.0 0.0
H 0.0 0.0 0.0
H 0.0 0.0 0.0
H 0.0 0.0 0.0
H 0.0 0.0 0.2
C 0.0 0.0 0.0
C 0.0 0.0 0.0
C 0.0 0.0 0.0
C -0.1 0.0 -0.1
C 0.0 0.0 -0.1
C 0.0 0.0 0.0
P 0.2 0.0 0.1
C 0.0 0.1 -0.1
C 0.0 0.0 0.1
C 0.0 0.0 0.0
C 0.0 0.0 0.0
C 0.0 0.0 0.0
C 0.0 -0.1 0.0
C -0.1 0.0 0.0
C 0.1 0.0 0.0
C 0.0 0.0 0.1
C 0.0 0.0 0.0
C 0.0 0.0 -0.1
C 0.1 0.0 0.0
C -0.1 0.0 0.0
C 0.1 -0.1 0.0
C 0.3 0.2 0.2
C -0.2 0.0 0.0
H 0.0 0.0 0.0
H 0.0 0.0 0.0
H 0.0 0.0 0.0
H 0.0 0.0 0.0
H 0.0 0.0 0.0
H 0.0 0.0 0.0
H 0.0 0.0 0.0
H 0.0 0.0 0.0
H 0.0 0.0 0.0
H 0.0 0.0 0.0
H 0.0 0.0 0.0
H 0.0 0.0 0.0
H 0.0 0.0 0.0
H 0.0 0.0 0.0
H 0.0 0.0 0.0
H 0.0 0.0 0.0
Cl 0.0 0.0 0.0
C 0.1 0.1 0.2
Cl 0.0 0.0 0.0
Cl 0.0 0.1 0.0
C -0.2 -0.4 -0.2
N -0.1 0.2 0.0
C -0.1 0.0 0.0
C 0.0 0.0 0.0
C 0.0 -0.1 0.0
C 0.0 0.1 -0.1
C 0.1 0.0 0.0
C 0.0 -0.1 0.0
H 0.0 0.0 0.0
H 0.0 0.0 0.0
H 0.0 0.0 0.0
H 0.0 0.0 0.0
H 0.0 0.0 0.0

---

The following is a quantum chemistry calculation of a single C2H3N5O molecule in a non-equilibrium geometry, from the OMol25 dataset.

Strongest force on any atom in eV Å⁻¹: 10.86
SMILES: [H]/N=C\n1nno/c1=N\[H]
HOMO in eV: -9.688
Kohn-Sham gap in Ha: 0.32191
LUMO energy in eV: -0.93
Relative energy (zero: lowest compared OMol25 entry of this formula, charge and spin) in eV: 6.439
2S+1: 1

Geometry (Å):
C -1.288006 -0.980551 0.061877
C 0.686100 0.653294 0.301683
H -2.291382 0.843893 -0.453652
H -1.538121 -2.088864 0.004455
H 0.813315 2.634681 0.041116
N -2.250170 -0.293438 -0.310446
N 0.167319 -0.602579 0.632925
N 1.252667 -1.526898 0.163985
N 2.379652 -0.960759 -0.396797
N 0.096776 1.821939 0.057667
O 1.971845 0.499278 -0.102816

Cartesian forces, eV/Å:
C 0.1 -1.4 0.2
C -0.5 3.2 -2.6
H 1.0 -3.7 1.0
H 1.5 1.2 0.6
H -1.3 -2.1 -0.5
N 0.1 4.0 -0.6
N 1.4 -0.8 -2.7
N 2.9 0.9 -2.6
N -9.2 1.1 5.6
N 1.7 -1.6 2.3
O 2.3 -0.8 -0.7

---

The following is a quantum chemistry calculation of a molecular structure, H4O14S3Zn in a non-equilibrium geometry, from the OMol25 dataset.

Strongest force on any atom in eV Å⁻¹: 4.33
HOMO (alpha / beta) in eV: 1.627 / 1.627
Kohn-Sham gap (alpha / beta) in Ha: 0.19336 / 0.14218
LUMO energy (alpha / beta) in eV: 6.89 / 5.50
Relative energy (zero: lowest compared OMol25 entry of this formula, charge and spin) in eV: 0.496
Net charge: -3
2S+1: 2

Geometry (Å):
Zn 0.056182 -0.013560 -0.089993
S -2.583008 1.314950 -1.360493
O -2.720158 0.140800 -2.245193
O -3.860458 1.793320 -0.782823
O -1.776798 0.847650 -0.264243
O -1.921638 2.498070 -1.874753
S 1.135772 0.815960 2.802377
O 2.197932 1.829780 2.855497
O 0.379962 0.824990 1.554287
O 1.681042 -0.534360 2.824287
O 0.300832 1.088830 3.923497
S 0.655102 -2.487550 0.522557
O -0.532858 -1.667030 0.816177
O 0.287452 -3.661710 -0.273913
O 1.469692 -1.470690 -0.181953
O 1.319182 -2.866450 1.743507
O -0.243048 -0.711060 -2.080983
H -0.062008 -0.306390 -2.929333
H -1.123998 -1.074340 -2.171493
O 1.393302 1.163140 -0.910893
H 1.917052 1.842820 -0.486683
H 2.030472 0.632820 -1.389433

Cartesian forces, eV/Å:
Zn -2.6 -0.4 -0.6
S -2.2 1.1 0.9
O -0.8 0.2 -1.7
O -1.0 -0.7 -0.6
O 2.5 -1.4 3.3
O 1.2 1.1 -2.5
S -0.7 1.4 -3.0
O 0.9 -0.3 -0.5
O 0.3 2.6 1.7
O 1.9 -1.4 1.8
O -1.5 -0.4 2.4
S -0.5 -1.0 0.6
O -2.4 -0.5 0.8
O 0.3 -0.1 -0.7
O 2.6 0.0 -1.6
O 0.8 -1.2 1.1
O 1.2 -0.7 -0.9
H -0.3 0.4 0.0
H -1.0 0.3 0.2
O 1.3 1.4 -1.4
H -0.2 0.2 0.6
H 0.1 -0.6 0.0